Below is a molecular structure, C34H50BHgO24S6 at a distorted geometry, with properties calculated with ωB97M-V with the def2-TZVPD basis set.

Positions of all 116 atoms, in Å:
H -0.69161 5.35532 0.32737
O 0.73998 -1.03246 2.03387
C -2.01381 5.42374 -1.56950
H 0.06794 -1.39268 5.35475
S 2.50149 2.01891 2.26895
H 2.51155 -3.25286 5.16137
O -2.39220 -0.14918 -4.74453
S 0.94188 -1.90831 3.18696
C -5.00271 0.24798 0.03668
H 4.21817 4.98450 1.03823
C -1.39757 -4.21161 0.77892
C -2.44509 -4.81445 -0.18142
H 0.63355 0.01600 4.52673
C 3.87796 2.84506 1.39230
H -2.22793 4.94501 -3.77285
H -3.10160 -5.50745 0.34613
S -0.20242 -3.32914 -0.25535
O -0.63831 0.12071 -2.37919
H -7.00396 1.11976 -0.29136
H -2.42451 -2.23924 3.42307
O 1.53057 1.61021 1.28092
H 2.82555 -0.23153 5.38659
O -2.52945 0.90802 -0.52245
O 0.59664 -3.46765 -4.73420
C 1.93926 3.52022 3.09527
C -0.73210 -4.29953 -1.79167
H 2.10719 -1.34763 6.54201
O 3.62435 -2.73792 -6.23758
H 4.02347 -2.37455 5.02480
H -3.04669 5.43288 -1.23378
H -4.19977 1.45784 -3.16193
O -0.71911 -1.46838 -5.43325
H -2.30432 -5.81526 -2.11732
H 3.20504 -1.38390 2.82027
H -4.53011 -0.73204 0.03712
O 1.61479 -0.31138 -0.69617
H 4.73419 -0.14905 -3.89261
C 4.46182 -1.90796 -2.51079
C 2.74606 -2.25432 3.28632
H -1.65518 2.65231 4.43592
C -6.33409 0.35186 -0.67185
C -1.15696 4.79605 -0.47927
H -1.12058 -6.30233 -0.96400
H -1.81602 4.04956 -0.02330
Hg -0.40259 0.30951 0.35549
H -1.78927 -3.53773 1.54086
O -4.22689 2.75640 -0.55695
H -3.12460 -4.01949 -0.50041
C 0.90837 -1.01063 4.77467
C 4.04305 -0.59892 -3.18253
H 0.15441 -4.54819 -2.37232
H 3.32385 1.34588 -2.26859
S -3.86961 1.36789 -0.81547
H 3.76488 2.59754 0.33909
H -0.84497 -5.02226 1.25430
H 2.42680 3.50397 4.07122
O -0.64089 -1.95311 -0.33673
C 2.47176 4.66848 2.22556
O 0.14063 -3.11748 3.29730
S 0.13727 3.76095 -1.25559
H 0.17532 4.68577 -3.39705
C -2.17846 -1.21389 3.67099
C -1.94892 -0.34936 2.63805
O -2.21615 -1.50983 6.03084
O 3.00341 1.09730 3.26820
O 0.62371 -1.31314 -3.55012
C -6.05052 0.77803 -2.17158
H -0.42027 3.01121 -3.50892
C 3.76605 0.37784 -2.03866
O 1.42095 4.44676 -1.19035
O -1.29186 1.86987 2.03315
C -1.91265 4.52269 -2.81946
H 5.47569 -1.92740 -2.11279
H 3.57186 -2.96776 -0.70935
H -1.24267 -3.54097 -2.38817
H -1.63710 6.38834 -1.91847
O 2.09784 -5.05533 -5.22489
C 2.53715 -2.69774 -5.74351
C -0.51328 3.95303 -2.97367
C -4.54251 0.79030 -2.36994
C -2.19032 -0.79099 5.04122
O -1.88736 -0.75661 1.41844
H 4.78246 0.64368 -1.72933
H -6.51980 1.75018 -2.31602
C -2.14977 0.77091 5.33072
H -4.19880 -0.21808 -2.58960
H -6.89672 -0.58093 -0.66678
B 0.54035 -1.98529 -4.88988
O -2.23110 1.12442 6.49764
H 4.57489 4.44314 2.71865
H -6.43208 0.12176 -2.95355
H 2.40721 -2.47887 -1.95271
H -2.61768 3.70662 -2.62740
H 4.45683 -2.63316 -3.32990
O 1.15161 -3.72273 0.10223
C -1.98795 1.65092 4.19656
C -1.65604 -5.42484 -1.33221
O -0.00547 2.39744 -0.81186
H 2.97104 -3.17767 2.75833
C 2.24628 -1.14846 5.48019
C 1.74794 -3.91035 -5.19083
H 2.39443 5.59860 2.79067
S 3.03427 -0.60772 -0.68706
C 3.92899 4.32205 1.85191
C -1.82333 1.11938 2.92654
H 4.78032 2.31292 1.69768
C -1.31380 -0.66990 -4.59690
H -4.93190 0.64395 1.05339
O 1.74345 -1.65264 -5.65005
H 0.86268 3.48185 3.26272
C 3.37076 -2.25081 -1.50014
H 3.10832 -0.77889 -3.71719
C 2.95538 -2.31782 4.80893
C -0.40314 -0.52935 -3.36217
O 3.92961 -0.32630 0.41708
H 1.85329 4.78992 1.33631

Cartesian forces (eV/Å) of the 6 atoms listed first:
H -0.08 0.46 -0.29
O 0.53 -0.81 1.25
C 1.07 0.49 -1.09
H 0.20 -0.33 -0.11
S 0.10 0.76 0.03
H 0.02 -0.04 0.04

Values from the calculation:
Lowest unoccupied orbital energy, eV: 1.898
Charge: -1
Calculated total energy, eV: -155075.563
HOMO-LUMO gap, eV: 6.28

***

Below is a molecular structure, C29H41AsClMgN9O2S5 at a distorted geometry, with properties calculated with ωB97M-V with the def2-TZVPD basis set.

Positions of all 89 atoms, in Å:
C -6.56700 -0.22789 1.17142
H -0.30340 -5.39652 1.21575
O 2.61058 0.47849 -4.42819
H -8.11280 1.05671 0.41650
H -4.04616 2.10193 -0.45967
C 2.24784 6.43614 -0.33757
H 1.24048 -1.49769 -1.06587
C -1.63588 -3.40208 -0.24391
H 2.11390 -5.54239 1.27696
H 1.24903 1.83092 -0.59302
C 2.86315 -1.95967 -3.09623
H 2.67684 -3.52422 2.68924
H 1.55556 2.53086 -3.05715
H 4.24296 6.41292 -1.12182
H 1.87150 -2.41024 -3.17368
H 0.25700 6.17955 0.45994
C -0.01814 -2.30690 1.22954
H 2.99074 1.75116 -0.47858
H -2.32807 -4.16208 0.12702
H 2.01954 -0.13810 -0.28450
C -5.18975 -0.42630 1.22238
N -4.32479 0.37874 0.61084
S -1.70708 4.84772 0.70066
C 2.09423 0.47158 -3.07561
C 4.30254 -0.24165 -2.06130
H -7.23130 -0.90461 1.69425
C -4.78941 1.43675 -0.03776
C 2.19544 -0.99170 -0.93203
C 2.16950 2.21477 -1.03031
H 4.82431 -0.08721 -3.01056
H 3.45707 0.93514 -4.40595
H -5.26243 -2.32250 2.36622
As -1.24075 3.49805 2.32716
C 0.59989 0.17427 -3.33924
H 4.82909 -1.03946 -1.53252
H 4.39429 0.66506 -1.46581
H -1.81003 2.91792 -0.76249
H 0.43640 -0.89433 -3.47596
H 2.84717 -1.68772 -0.39472
Mg -1.99243 0.29566 1.76805
C 1.66631 -3.69887 2.31710
C -1.98119 -2.54057 3.73491
H 0.22403 3.78258 0.07198
H -0.92595 -1.11930 -1.30528
H -1.42558 -3.59715 -1.30298
S -3.03752 2.26581 2.72961
H 2.62426 -1.17993 2.67683
N -0.32328 0.64217 -2.33900
S -1.31667 -1.07613 4.27895
H 1.05522 -0.35875 2.47304
N -1.70086 0.75724 -0.66087
N -2.94253 -2.72688 2.85607
N -1.52826 -3.73269 4.30437
H 3.26950 2.24021 -2.86806
C 0.26033 -4.70550 0.57131
H -1.66860 -4.54809 3.72589
C -4.61138 -1.53497 1.98777
H 4.21543 3.96865 -1.50823
H -6.47173 2.59590 -0.68310
C 2.84103 -0.65648 -2.28379
H 1.29411 -1.41531 3.85493
H 0.25237 -5.13561 -0.43590
S -0.52950 4.44887 4.09048
H 3.50188 -2.68488 -2.58490
C -7.04805 0.86222 0.46668
N -3.36045 -1.57412 2.23203
H 3.24987 -1.80285 -4.10243
C 3.33617 4.45606 -1.09670
S 0.16109 1.94583 1.61872
C 1.10544 4.34348 -0.22655
C -1.01109 -0.05235 -1.42408
N -0.64246 1.95942 -2.23266
C 1.54140 -1.27483 2.80129
H 1.10680 -4.19974 3.12014
H -2.11964 -2.43770 -0.13796
C -6.14507 1.71426 -0.14915
O -0.63162 -1.24751 1.09488
N 1.08149 -2.41260 2.01550
H 2.29080 -4.06920 0.30933
C 2.27925 1.90522 -2.53050
N -0.40728 -3.42439 0.52080
C 3.36637 5.82555 -0.88200
C 2.20665 3.70257 -0.78423
C 1.68209 -4.56124 1.07245
H 0.35131 0.67164 -4.27623
H -0.62540 -3.64356 4.73981
C -1.44622 1.98823 -1.19639
Cl 2.28665 8.17086 -0.06868
C 1.12081 5.71332 0.00333

Cartesian forces (eV/Å) of the 6 atoms listed first:
C -0.01 0.02 0.00
H 0.01 0.01 0.01
O 0.04 -0.03 -0.01
H 0.00 0.00 0.00
H -0.01 0.00 0.02
C 0.05 -0.22 -0.03

Values from the calculation:
Lowest unoccupied orbital energy, eV: 3.538
Charge: -2
Calculated total energy, eV: -181233.664
HOMO-LUMO gap, eV: 4.43

***

Below is a molecular structure, C4H11AlF3O2P at a distorted geometry, with properties calculated with ωB97M-V with the def2-TZVPD basis set.

Positions of all 22 atoms, in Å:
C 0.98390 2.62574 -1.16452
P -0.68952 0.20748 1.00187
H -0.93579 0.35470 -0.41114
H -1.98958 -0.64511 1.05308
C 1.02959 1.36597 0.79737
C -0.50512 -2.12090 -1.31291
H 1.31219 -1.38723 1.24619
H -0.62105 -1.44750 -2.12607
O 0.61259 -1.72455 -0.56221
Al -2.53402 -2.51796 0.58242
H -0.19659 -2.26609 1.17265
H 1.80450 0.78836 0.33315
H -1.45749 1.40538 1.29196
F -0.02371 3.28628 -1.66453
F 1.05943 1.41924 -1.69437
H -1.47707 -2.00568 -0.72844
H -0.41794 -3.13570 -1.64319
H 1.25373 1.53695 1.83062
H -0.47530 -0.00333 2.40908
C 0.40569 -1.47198 0.69516
O 0.73867 2.49388 0.20945
F 2.12289 3.24205 -1.31560

Cartesian forces (eV/Å) of the 6 atoms listed first:
C 0.14 0.43 -0.52
P -2.45 0.79 0.65
H 0.09 -0.19 -0.09
H 0.53 0.25 -0.03
C 1.86 0.81 0.36
C -0.76 0.23 0.28

Values from the calculation:
Lowest unoccupied orbital energy, eV: -11.937
Charge: +2
Calculated total energy, eV: -32433.685
HOMO-LUMO gap, eV: 5.23

***

Below is a single C3H3FS2 molecule at a distorted geometry, with properties calculated with ωB97M-V with the def2-TZVPD basis set.

Positions of all 9 atoms, in Å:
C -0.70563 1.42900 -0.55727
C 0.68300 -0.62462 0.22556
H 1.66004 -2.48208 0.39060
C 0.97720 -1.77908 0.77619
S 0.12106 1.38912 -1.94528
S -0.71864 0.32906 0.74442
F 0.22458 -2.36116 1.88702
H -1.18466 2.36581 -0.23475
H 1.33727 -0.27600 -0.59210

Cartesian forces (eV/Å) of the 6 atoms listed first:
C 0.37 1.40 0.04
C -0.28 -0.29 0.42
H 0.94 -0.58 0.04
C -2.09 -1.10 2.18
S -0.29 0.15 -0.21
S 1.02 -0.54 -0.04

Values from the calculation:
SMILES string: F/C=C\SC=S
Lowest unoccupied orbital energy, eV: -0.611
Calculated total energy, eV: -27545.712
HOMO-LUMO gap, eV: 8.45

***

What is the lowest unoccupied orbital energy in the first record?
1.898 eV